Entry 1:
This record from OMol25 describes one molecule with the formula C4H5NOS. The level of theory is ωB97M-V/def2-TZVPD.

Calculated values
- ΔE to the lowest compared entry with this formula, charge and spin: 33.7 kcal per mole
- Structure (SMILES): CCOC(=S)C#N
- HOMO-LUMO gap: 9.0384 eV

ORCA input file:
```
! wB97M-V def2-TZVPD RIJCOSX def2/J DEFGRID3
* xyz 0 1
C -1.47728 -0.06124 2.55933
C -0.51871 -0.54530 1.53747
O -0.33741 0.50922 0.58550
C 0.25291 0.08697 -0.50256
S 0.66174 -1.39730 -1.03103
C 0.47528 1.31328 -1.30371
N 0.75099 2.23819 -1.90274
H -1.49362 -0.82043 3.34259
H -2.48351 -0.03830 2.11091
H -1.23976 0.96752 2.89608
H -0.79832 -1.50618 1.11194
H 0.47639 -0.74921 1.92706
*
```

---

Entry 2:
This record from OMol25 describes an isolated ion of composition C5H12N3 and charge +1. The level of theory is ωB97M-V/def2-TZVPD.

Calculated values
- ΔE to the lowest compared entry with this formula, charge and spin: 126.8 kcal per mole
- HOMO-LUMO gap (alpha / beta): 6.6675 / 9.0354 eV

ORCA input file:
```
! wB97M-V def2-TZVPD RIJCOSX def2/J DEFGRID3
* xyz 1 1
C 1.65579 0.46623 0.26276
C 0.65255 -0.08037 -0.86126
C -0.61580 -0.55763 -0.15432
C -0.41386 -1.86651 0.66672
C -1.86470 1.55565 -0.06373
N 1.25233 0.82057 1.36476
N 2.91240 0.16524 -0.36873
N -1.41543 0.38346 0.54175
H 0.33681 0.81009 -1.44780
H 0.99708 -0.99102 -1.24868
H -1.29803 -0.97280 -0.94657
H 0.43292 -2.48412 0.49300
H -1.25272 -2.46206 0.53725
H -0.43504 -1.60595 1.81924
H -1.86621 1.64721 -1.20766
H -2.97294 1.57769 0.03521
H -1.29489 2.53290 0.18718
H 3.08426 0.54867 -1.30328
H 3.66026 0.46850 0.21709
H -1.55477 0.04426 1.47708
*
```

---

Entry 3:
This record from OMol25 describes a 7-piece molecular cluster, C29H45BBr12FN4O4 overall. The level of theory is ωB97M-V/def2-TZVPD.

Calculated values
- HOMO-LUMO gap: 7.7380 eV

ORCA input file:
```
! wB97M-V def2-TZVPD RIJCOSX def2/J DEFGRID3
* xyz 1 1
C -3.77950 -0.75107 1.84791
B -3.34153 -0.54121 0.37981
O -3.97297 -1.19037 -0.65998
C -2.16864 0.44452 -0.04391
N -1.76215 1.56021 0.54710
C -0.72099 2.15873 -0.12126
C -0.10245 3.43336 0.31449
C 1.06912 3.24074 1.27670
C 0.64715 2.55108 2.55007
C 0.90163 1.19435 2.72746
C 0.53471 0.56667 3.91134
C -0.06541 1.29076 4.92741
C -0.34595 2.64073 4.75494
C 0.01733 3.25907 3.56926
C -0.46114 1.36053 -1.19596
C 0.52851 1.50071 -2.29757
C 1.54391 0.33025 -2.40403
C 2.90633 0.71268 -1.88878
N 4.03974 0.23796 -2.62718
O 3.00663 1.36475 -0.87911
N -1.37967 0.31716 -1.12972
C -1.48750 -0.75406 -2.10523
O -0.96096 -1.80325 -1.92555
N -2.21506 -0.45111 -3.27459
C -2.93236 0.78365 -3.29079
O -2.49015 1.82330 -3.65229
F -4.18596 0.64993 -2.88977
H -4.77170 -1.19659 1.80983
H -3.13444 -1.46429 2.36529
H -3.88258 0.16508 2.43251
H -3.59091 -2.06328 -0.83643
H -2.15211 1.95576 1.39174
H 0.26107 3.93807 -0.58254
H -0.83768 4.11646 0.74020
H 1.43065 4.23769 1.53355
H 1.90951 2.70818 0.84194
H 1.39159 0.64375 1.93353
H 0.73185 -0.48994 4.02866
H -0.32359 0.78912 5.84822
H -0.80814 3.19333 5.55855
H -0.18669 4.31653 3.44418
H -0.04947 1.53612 -3.22278
H 1.06188 2.44107 -2.20403
H 1.58511 -0.08627 -3.40513
H 1.20906 -0.46209 -1.73083
H 4.60349 1.07383 -2.80435
H 4.58416 -0.30979 -1.96238
H -1.57329 -0.40100 -4.06388
Br -6.29122 -3.58054 3.30469
C -6.37854 -4.11538 1.43397
C -5.49593 -5.29341 1.14035
Br -3.61714 -4.76358 1.04633
H -6.10999 -3.24318 0.84472
H -7.42176 -4.37060 1.25889
H -5.72587 -5.70799 0.16152
H -5.56822 -6.07322 1.89082
Br -9.84316 -6.33908 3.60008
C -10.83225 -5.55438 2.12323
C -10.70010 -6.37222 0.86669
Br -8.95163 -6.13548 0.04298
H -10.46192 -4.54168 2.00194
H -11.87019 -5.52595 2.44608
H -11.42021 -6.04518 0.12050
H -10.81734 -7.43593 1.04309
Br 5.14483 2.77076 -4.59798
C 4.82355 2.33329 -6.46938
C 5.53842 1.07205 -6.86958
Br 7.44338 1.35917 -7.10391
H 5.13167 3.19928 -7.04530
H 3.74743 2.20207 -6.55634
H 5.17358 0.72499 -7.83353
H 5.42950 0.27858 -6.13738
Br 7.33759 -2.63849 -6.66520
C 6.03511 -3.75406 -7.58028
C 4.99137 -2.93320 -8.28831
Br 3.69046 -2.18624 -7.04343
H 5.60942 -4.41787 -6.83529
H 6.60676 -4.33477 -8.30035
H 4.41393 -3.55550 -8.96765
H 5.41937 -2.09859 -8.83383
Br 7.85977 2.54722 3.37267
C 6.94814 1.37199 2.12402
C 5.96341 2.12206 1.26732
Br 4.34903 2.57377 2.24909
H 6.47658 0.59222 2.71308
H 7.73214 0.93967 1.50635
H 5.62709 1.50358 0.43708
H 6.36926 3.05282 0.88495
Br 1.19833 2.09322 7.60822
C 1.69000 3.28912 9.06521
C 1.54685 4.73113 8.65846
Br 2.98741 5.29803 7.48290
H 2.70361 3.03356 9.35521
H 1.00946 3.05580 9.88085
H 1.60843 5.37793 9.53044
H 0.61915 4.92245 8.12940
*
```

---

Entry 4:
This record from OMol25 describes a 2-piece molecular cluster, C3H9NO2 overall. The level of theory is ωB97M-V/def2-TZVPD.

Calculated values
- ΔE to the lowest compared entry with this formula, charge and spin: 19.4 kcal per mole
- HOMO-LUMO gap (alpha / beta): 11.0911 / 5.5165 eV

ORCA input file:
```
! wB97M-V def2-TZVPD RIJCOSX def2/J DEFGRID3
* xyz 1 2
C 1.77067 0.64787 -1.24081
N 1.41781 -0.70811 -1.53565
H 0.45402 -0.87409 -1.85937
H -1.85944 -0.66064 -0.95199
H 1.46649 -1.30178 -0.69410
H 2.81030 0.93105 -1.40297
H 1.44123 0.86352 -0.22365
H 1.22342 1.30542 -1.91794
C -1.32178 0.34595 1.97061
C -1.25840 -0.60109 0.81730
O -1.56481 0.05377 -0.37331
O -0.83679 -1.72531 0.73846
H -1.84282 1.22373 1.60906
H -0.26757 0.56596 2.14253
H -1.63233 -0.06625 2.92183
*
```

---

Entry 5:
This record from OMol25 describes a 2-piece molecular cluster, C3H9N3 overall. The level of theory is ωB97M-V/def2-TZVPD.

Calculated values
- ΔE to the lowest compared entry with this formula, charge and spin: 27.5 kcal per mole
- HOMO-LUMO gap (alpha / beta): 2.8188 / 6.7769 eV

ORCA input file:
```
! wB97M-V def2-TZVPD RIJCOSX def2/J DEFGRID3
* xyz -1 2
C -1.56856 -1.86647 0.02703
C -2.93606 -0.53336 1.38617
N -1.90823 -0.56706 0.52299
H -0.60425 -2.23417 0.45865
H -1.50961 -1.96430 -1.05693
H -2.28912 -2.64238 0.35540
H -3.07195 0.39748 1.93635
H -3.67570 -1.32566 1.53749
N 1.50839 1.45402 -1.16055
C 2.72943 1.41755 -0.52165
N 3.80193 1.93144 -0.97450
H 0.71274 1.41357 -0.56543
H 1.60311 1.98210 -2.01749
H 2.66558 0.88771 0.42905
H 4.54230 1.64951 -0.35658
*
```

---

Entry 6:
This record from OMol25 describes a 4-piece molecular cluster, H9O4 overall. The level of theory is ωB97M-V/def2-TZVPD.

Calculated values
- ΔE to the lowest compared entry with this formula, charge and spin: 33.5 kcal per mole
- HOMO-LUMO gap (alpha / beta): 12.7868 / 2.9847 eV

ORCA input file:
```
! wB97M-V def2-TZVPD RIJCOSX def2/J DEFGRID3
* xyz 2 2
O 0.70124 1.19380 -2.40764
H 0.04475 1.60085 -3.02410
H 1.48497 0.87889 -2.91324
O -1.94226 1.00866 1.30090
H -2.18085 1.94994 1.39877
H -2.71711 0.48534 1.58099
O 1.47246 -2.01329 1.14764
H 1.36506 -2.92308 0.79964
H 1.81063 -2.14937 2.05501
O -0.02683 -0.01463 0.00731
H -0.83559 0.32217 0.53096
H 0.54924 -0.73672 0.37183
H 0.27428 0.39744 -0.84808
*
```

---

Entry 7:
This record from OMol25 describes C25H23ClIN5O2Zr as an isolated structure. The level of theory is ωB97M-V/def2-TZVPD.

Calculated values
- HOMO-LUMO gap: 5.2422 eV

ORCA input file:
```
! wB97M-V def2-TZVPD RIJCOSX def2/J DEFGRID3
* xyz 0 1
Zr -0.38459 -0.88303 0.15412
C 2.90826 3.98839 0.29710
C 3.36101 2.70914 0.58516
C 2.67171 1.60052 0.12018
C 1.50792 1.76645 -0.62083
C 1.07241 3.04958 -0.93550
C 1.76811 4.15608 -0.47392
N 0.76976 0.64236 -1.10488
C 1.06871 0.30333 -2.37809
C 2.15904 0.80776 -3.13914
C 2.40804 0.33940 -4.39934
C 1.60607 -0.64464 -5.01844
C 0.54033 -1.14690 -4.33096
C 0.27757 -0.67962 -3.02923
N -0.74360 -1.14247 -2.25741
N -1.59222 -1.93143 -2.75182
C -2.58590 -2.28743 -1.84108
C -3.62846 -3.05812 -2.34364
C -4.66804 -3.39615 -1.50218
C -4.62769 -2.94132 -0.19260
C -3.54967 -2.19010 0.22803
N -2.51341 -1.86322 -0.56423
H 3.44550 4.85112 0.66849
H 4.25398 2.56769 1.18017
H 3.02306 0.60010 0.33366
H 0.18034 3.16798 -1.53961
H 1.41546 5.15150 -0.71245
H 2.80451 1.55875 -2.70716
H 3.26246 0.73273 -4.93614
H 1.85046 -0.99874 -6.00946
H -0.09935 -1.91317 -4.74409
H -3.59209 -3.35873 -3.37951
H -5.49596 -3.99238 -1.86111
H -5.41666 -3.16294 0.51101
H -3.50871 -1.82266 1.24123
I 1.65541 -2.72692 -0.44378
C 2.32235 -0.85792 2.78579
C 1.39261 0.30564 2.66448
C 1.32083 1.41954 3.46777
C 0.31801 2.26874 2.93177
C -0.19760 1.61928 1.83988
C -1.36370 2.01796 0.98634
N 0.45748 0.42229 1.65802
H 2.88697 -0.77479 3.71443
H 3.04104 -0.90696 1.96320
H 1.79766 -1.81588 2.78805
H 1.94268 1.60618 4.32923
H -0.00091 3.22717 3.30952
H -1.23205 3.02176 0.57897
H -2.30659 1.96460 1.53257
H -1.52130 1.40833 0.07340
Cl -3.11422 -2.55002 4.25414
C -1.47532 -1.90882 3.96845
C -1.31182 -1.64419 2.49584
O -1.91136 -0.70088 1.92644
O -0.51900 -2.35763 1.81244
H -0.75182 -2.64386 4.30272
H -1.37772 -0.97345 4.51399
*
```

---

Entry 8:
This record from OMol25 describes one molecule with the formula C4H8N2S2. The level of theory is ωB97M-V/def2-TZVPD.

Calculated values
- ΔE to the lowest compared entry with this formula, charge and spin: 27.7 kcal per mole
- Structure (SMILES): S[C@H]1C=NNC[C@@H]1S
- HOMO-LUMO gap: 9.6925 eV

ORCA input file:
```
! wB97M-V def2-TZVPD RIJCOSX def2/J DEFGRID3
* xyz 0 1
S -2.51136 -0.90663 0.00675
C -0.84949 -0.71884 -0.67711
C -0.62376 0.68897 -1.23372
N 0.16210 1.59653 -0.80527
N 0.97793 1.36455 0.23423
C 0.52390 0.26150 1.14270
C 0.29273 -1.05769 0.32605
S 1.90342 -1.56861 -0.47872
H -2.48076 0.22585 0.67796
H -0.74308 -1.44319 -1.47937
H -1.15117 0.92295 -2.16334
H 1.31693 2.23517 0.61310
H 1.30137 0.09808 1.89532
H -0.42571 0.50572 1.64973
H -0.13210 -1.90007 0.91635
H 2.43904 -0.30430 -0.62466
*
```

---

Number 1: DFT total energy -683.554199 Eh. Number 2: DFT total energy -361.566066 Eh. Number 3: DFT total energy -32664.798388 Eh. Number 4: DFT total energy -324.594695 Eh. Number 5: DFT total energy -283.881715 Eh. Number 6: DFT total energy -305.503566 Eh. Number 7: DFT total energy -2195.834963 Eh. Number 8: DFT total energy -1063.051557 Eh.